Molecular formula: C5H13NSi
Method: DFT, ωB97M-V with the def2-TZVPD basis set

Spin multiplicity: 1
Net charge: 0
Energy in eV: -14758.95416
Orbital gap (alpha / beta) in Ha: 0.294 / 0.247
HOMO energy (alpha / beta) in hartree: -0.2777 / -0.2327

Positions of all 20 atoms, in Å:
C: -1.4769 1.0393 0.3226
C: -1.3387 -0.1314 -0.3379
C: -0.3115 1.5996 1.1073
C: -2.4105 -0.9070 -1.0904
C: 2.9210 0.4135 -1.0260
N: 0.3720 -1.7723 1.6021
Si: 0.3158 -1.2291 -0.1120
H: -2.3268 1.5640 0.1914
H: 0.5927 1.2602 0.7855
H: -0.1721 2.6723 1.3229
H: -0.4661 1.2684 2.1206
H: -3.2801 -0.2732 -1.0291
H: -1.9950 -0.9876 -2.0244
H: -2.6711 -1.8114 -0.6648
H: 3.2607 1.2934 -0.5504
H: 3.5542 -0.3658 -0.9043
H: 2.3573 0.5053 -2.0415
H: 1.2785 -2.1574 1.7856
H: 0.0957 -0.9425 2.1077
H: 0.8381 -1.9644 -1.2467

Molecular formula: C5H13NSi
Method: DFT, ωB97M-V with the def2-TZVPD basis set

Spin multiplicity: 1
Net charge: 0
Energy in eV: -14760.42863
Orbital gap (alpha / beta) in Ha: 0.249 / 0.292
HOMO energy (alpha / beta) in hartree: -0.2372 / -0.2806

Positions of all 20 atoms, in Å:
C: 2.3151 0.0676 -0.4213
C: 1.4601 0.0916 0.9621
C: 1.6708 -0.0909 -1.7340
C: -1.5988 1.5849 0.3042
C: -2.5227 -1.2578 0.0412
N: 0.2075 -0.6667 0.8840
Si: -1.0786 -0.1562 -0.1054
H: 2.8951 0.9876 -0.1799
H: 3.1222 -0.6956 -0.2007
H: 2.2597 -0.2415 1.7144
H: 1.0498 1.1501 1.1526
H: 1.8340 0.6997 -2.4144
H: 1.6127 -0.9769 -2.3666
H: -1.0950 1.9853 1.1722
H: -1.6181 2.2643 -0.5409
H: -2.6642 1.6455 0.5738
H: -3.1978 -1.3121 -0.8407
H: -2.0612 -2.2063 0.1107
H: -3.1379 -1.2414 0.9275
H: 0.5473 -1.6311 0.9613

Molecular formula: C5H13NSi
Method: DFT, ωB97M-V with the def2-TZVPD basis set

Spin multiplicity: 1
Net charge: 0
Energy in eV: -14763.05338
Orbital gap in Ha: 0.372
HOMO energy in hartree: -0.3356
SMILES: C/C=C(/C)[Si@@H](C)N

Positions of all 20 atoms, in Å:
C: -1.3618 -1.5389 0.9722
C: -1.7766 -0.4517 0.1271
C: -0.9158 0.4720 -0.2772
C: -1.2453 1.4465 -1.3310
Si: 0.9285 0.5669 0.0006
C: 2.0045 0.0948 1.4751
N: 1.4214 -0.4375 -1.2822
H: -1.3784 -1.2102 2.0943
H: -1.9573 -2.4323 1.0738
H: -0.3319 -1.9016 0.7068
H: -2.7323 -0.5405 -0.3453
H: -1.1081 2.4715 -1.0504
H: -0.6363 1.3038 -2.2258
H: -2.2993 1.2538 -1.4589
H: 1.5091 2.0195 -0.1704
H: 1.3041 0.0472 2.2861
H: 2.2333 -0.9676 1.4079
H: 2.9638 0.6355 1.5434
H: 2.4255 -0.5288 -1.3763
H: 0.9531 -0.3027 -2.1699

Molecular formula: C5H13NSi
Method: DFT, ωB97M-V with the def2-TZVPD basis set

Spin multiplicity: 1
Net charge: 0
Energy in eV: -14758.67916
Orbital gap (alpha / beta) in Ha: 0.333 / 0.226
HOMO energy (alpha / beta) in hartree: -0.3231 / -0.2380

Positions of all 20 atoms, in Å:
C: 2.4698 -0.9878 -0.9417
C: 2.7192 -0.3305 0.3873
C: -0.8892 -1.3440 0.6671
C: -1.6634 0.9617 -1.8020
C: -1.6325 1.4938 1.4540
N: 2.1342 0.3477 -0.7283
Si: -1.0325 0.4566 -0.0840
H: 3.3664 -1.3347 -1.6114
H: 1.6748 -1.7669 -0.9688
H: 2.0855 -0.6482 1.2440
H: 3.7561 -0.0478 0.7246
H: -0.9389 -1.0480 1.7610
H: -1.6171 -2.1636 0.4302
H: 0.1337 -1.8875 0.5923
H: -0.8904 0.8197 -2.5711
H: -2.5256 0.4181 -2.0366
H: -1.9260 2.0679 -1.9535
H: -0.7764 2.1103 1.9102
H: -2.5597 2.1449 1.2417
H: -1.8879 0.7383 2.2849

Molecular formula: C5H13O2
Method: DFT, ωB97M-V with the def2-TZVPD basis set

Spin multiplicity: 1
Net charge: -1
Energy in eV: -9490.42420
Orbital gap in Ha: 0.247
HOMO energy in hartree: -0.1118

Positions of all 20 atoms, in Å:
C: -0.0640 1.3589 0.8008
O: -0.5122 2.6237 0.9128
C: -0.9804 0.4009 -0.0544
C: -0.3462 -0.9790 -0.2327
C: 0.9813 -1.2214 -0.9249
C: 0.9698 -2.0166 -2.2365
H: 0.2449 0.8265 1.7305
H: 0.9288 1.3004 0.2028
H: -2.0496 0.2598 0.1811
H: -1.0722 0.8846 -1.0312
H: -0.3364 -1.4563 0.7538
H: -1.1135 -1.6064 -0.7347
H: 1.3570 -0.2316 -1.2510
H: 1.8439 -1.6179 -0.3760
H: -0.0230 -1.9965 -2.7158
H: 1.7242 -1.6556 -2.9286
H: 1.1621 -3.0708 -2.0414
H: -0.8935 3.2383 3.9907
H: -0.8130 2.5308 2.4572
O: -1.0082 2.4283 3.4974

Molecular formula: C5H13O2
Method: DFT, ωB97M-V with the def2-TZVPD basis set

Spin multiplicity: 1
Net charge: -1
Energy in eV: -9491.21079
Orbital gap in Ha: 0.273
HOMO energy in hartree: -0.1317

Positions of all 20 atoms, in Å:
C: -0.7423 -1.1690 0.9459
O: -1.8008 -0.3009 0.7011
C: 0.6325 -0.6012 0.5830
C: 0.6824 0.0459 -0.7984
C: 2.0288 0.7151 -1.0705
C: 0.2455 -0.8640 -1.9412
H: -0.8974 -2.0855 0.3558
H: -0.7012 -1.4591 2.0118
H: 0.9494 0.1660 1.2906
H: 1.3569 -1.4059 0.6106
H: -0.0143 0.8958 -0.7955
H: 1.9873 1.3742 -1.9419
H: 2.8295 -0.0056 -1.3236
H: 2.3487 1.2577 -0.1824
H: 0.9376 -1.6889 -2.1635
H: -0.7356 -1.3040 -1.7388
H: 0.1210 -0.2530 -2.8433
H: -0.7995 1.9351 2.4036
H: -1.5067 0.6839 1.0338
O: -1.0825 1.9813 1.4828

- The highest energy belongs to which entry?
  number 5

- Which value of energy does entry 5 give?
  -9490.42420 eV